# C14H20N2O5S2

One molecule with the formula C14H20N2O5S2 (the ωB97M-V functional and the def2-TZVPD basis, the OMol25 dataset).

Output
ΔE to the lowest compared entry with this formula, charge and spin in eV: 14.1104
Structure (SMILES): CCOC(=O)C1CCN(C(=O)CNS(=O)(=O)c2cccs2)CC1
2S+1: 1
HOMO energy in Ha: -0.315

Element x y z (Å)
C 6.10062 1.91078 -1.16892
C 6.23822 0.56355 -0.53291
H 6.20608 -0.15911 -1.27747
H 7.03202 0.45162 0.06692
O 5.01059 0.26538 0.22458
C 3.76493 -0.05266 -0.07453
O 3.56004 -0.37071 -1.11880
C 2.74946 -0.01818 0.84799
C 1.49989 0.85753 0.53211
H 1.91560 1.79112 0.34223
H 0.86295 1.10650 1.53425
C 0.63788 0.31707 -0.62128
N 0.36568 -1.30308 -0.27938
C -0.86768 -1.44696 0.20205
O -1.13903 -2.68386 0.41953
C -2.10242 -0.55571 0.15583
N -3.24154 -1.33883 0.40902
S -4.49819 -1.19282 -0.73685
O -3.80041 -0.62770 -2.14323
O -5.26952 -2.28647 -0.61641
C -5.49609 0.19554 -0.30572
C -6.81028 0.24402 0.48809
C -7.16388 1.53738 0.78171
C -6.31800 2.45594 0.64296
S -4.82309 1.96679 -0.50436
H -6.26265 3.47858 0.65364
H -8.10836 1.40997 1.17346
H -7.19898 -0.60931 0.40510
H -3.17046 -2.16802 0.77177
H -2.05772 -0.19932 -0.92957
H -1.86409 0.43110 0.66219
C 1.44655 -2.02739 -0.09455
C 2.35836 -1.45353 1.21605
H 3.17757 -2.26369 1.30037
H 1.70241 -1.60300 2.11599
H 1.13792 -2.79890 0.28150
H 2.09684 -2.01534 -1.05886
H -0.12503 0.85974 -0.47760
H 1.35469 0.20586 -1.39540
H 3.12806 0.46730 1.97700
H 6.11539 2.65032 -0.37561
H 6.79088 2.07911 -1.64359
H 5.06480 1.92942 -1.84931

=====

# C14H20N8O3STc

C14H20N8O3STc as an isolated structure (the ωB97M-V functional and the def2-TZVPD basis, the OMol25 dataset).

Output
ΔE to the lowest compared entry with this formula, charge and spin in eV: 3.8740
2S+1: 2
Net charge: +2
HOMO energy (alpha / beta) in Ha: -0.527 / -0.528

Element x y z (Å)
Tc 0.47729 0.39120 1.25858
C -3.66818 -0.57285 2.17110
C -2.27538 -0.51239 1.65968
N -1.42382 0.38565 2.05614
N -1.75939 1.27463 3.05154
C -0.73417 1.50288 3.80821
N -0.82002 2.30444 4.87462
S 0.81669 0.69348 3.46561
C -1.67160 -1.51592 0.77337
C -2.36956 -2.57207 0.30036
C -2.00071 -3.73518 -0.48735
C -0.81024 -4.12537 -0.96246
C 0.44686 -3.37620 -0.81869
N -0.30431 -1.24999 0.61371
H -3.95268 0.39390 2.57621
H -3.73799 -1.31144 2.97268
H -4.36525 -0.84956 1.38324
H -1.72572 2.65186 5.14917
H -0.04631 2.43369 5.50283
H -3.41447 -2.56473 0.58089
H -2.83398 -4.39703 -0.68652
H -0.74814 -5.07223 -1.48455
H 1.33948 -3.93674 -0.55934
C 0.96360 3.93422 -0.91434
C 1.67617 2.92205 -0.03955
C 2.90536 3.47258 0.65891
O 0.72782 2.43809 0.98651
C 2.04894 1.67035 -0.83507
O 2.62476 1.71017 -1.87808
O 1.65694 0.51996 -0.26082
H 0.79549 4.86067 -0.36656
H 0.00861 3.54257 -1.26220
H 1.58711 4.14574 -1.78169
H 2.63537 4.34869 1.25172
H 3.62958 3.78763 -0.09052
H 3.37443 2.72295 1.29751
H 0.81801 2.95757 1.80010
N 0.17435 -1.74950 -4.86184
C 0.99655 -1.81948 -3.83214
N 2.23192 -2.28193 -3.95992
N 0.56914 -1.32906 -2.63362
C 0.56119 -2.06313 -1.59557
N 0.38695 -2.00858 -0.30717
H 0.46246 -1.96282 -5.80367
H -0.74523 -1.36484 -4.71731
H 2.61404 -2.54716 -4.85481
H 2.87809 -2.14678 -3.19891

=====

# C14H20O7S2

A 3-piece molecular cluster, C14H20O7S2 overall (the ωB97M-V functional and the def2-TZVPD basis, the OMol25 dataset).

Output
ΔE to the lowest compared entry with this formula, charge and spin in eV: 5.7220
Structure (SMILES): C=CC1=CC(=O)OC1=O.O=S1(=O)CCCC1.O=S1(=O)CCCC1
2S+1: 1
HOMO energy in Ha: -0.314

Element x y z (Å)
C 4.04279 -1.50777 5.43018
C 3.30530 -1.25008 4.17613
C 1.69134 -1.13838 4.42516
C 1.03552 0.08064 5.05183
C -0.43809 -0.58300 5.48741
O -0.64767 -0.55989 6.78856
O -0.85615 -1.58989 4.51940
C 0.42423 -2.17758 4.13235
O 0.44598 -3.00835 3.09917
H 4.78357 -0.69980 5.83455
H 3.91313 -2.43927 6.09918
H 3.92108 -1.28111 3.18930
H 1.47642 1.11031 5.33807
C -1.47143 0.30621 0.54613
C -1.43310 1.71567 -0.04256
C -0.28555 2.46404 0.63355
S 0.91067 1.22376 1.10514
O 0.98257 1.17917 2.55047
O 2.09013 1.35829 0.27374
C -0.03025 -0.18137 0.54308
H -2.12148 -0.35757 -0.03133
H -1.85276 0.34492 1.57352
H -1.24873 1.65513 -1.12205
H -2.38368 2.23936 0.09902
H 0.18286 3.18072 -0.04577
H -0.62016 2.97447 1.54084
H 0.13682 -1.03228 1.20568
H 0.30180 -0.42237 -0.47117
C 0.00960 -0.42687 -5.41108
C -1.40769 -0.55970 -5.96628
C -2.36622 -0.57963 -4.77678
S -1.56603 0.34555 -3.47470
O -1.26547 -0.55885 -2.38481
O -2.27295 1.59464 -3.27350
C -0.05866 0.67646 -4.36574
H 0.73325 -0.19167 -6.19698
H 0.31287 -1.37052 -4.94205
H -1.63121 0.30289 -6.60574
H -1.51970 -1.45986 -6.57870
H -3.32172 -0.10920 -5.02221
H -2.53416 -1.59780 -4.41513
H 0.78994 0.67127 -3.67956
H -0.15702 1.65927 -4.83633

=====

# C14H21AgAs2F12NO8

C14H21AgAs2F12NO8 as an isolated structure (the ωB97M-V functional and the def2-TZVPD basis, the OMol25 dataset).

Output
ΔE to the lowest compared entry with this formula, charge and spin in eV: 4.3374
2S+1: 1
Net charge: -1
HOMO energy in Ha: -0.262

Element x y z (Å)
Ag -0.15192 -0.93533 -0.17259
As 0.48836 -4.24658 -0.27161
F -0.50919 -5.69959 -0.12167
F -0.88903 -3.02465 -0.27070
F 1.57925 -2.80025 -0.25908
F 1.81660 -5.44903 -0.23762
F 0.44784 -4.16365 -2.00957
F 0.51735 -4.30912 1.57305
As 1.06724 -0.95628 2.95464
F 1.91267 -0.52032 1.48091
F 0.56447 0.79709 3.18427
F 0.08310 -1.37807 4.46421
F 1.72945 -2.69898 2.89685
F 2.54584 -0.57831 3.97638
F -0.42554 -1.35219 2.09489
C -3.65599 2.03655 3.81532
C -2.88162 2.40136 2.70752
C -2.72582 1.41848 1.67384
C -3.32422 0.15740 1.77676
C -3.99783 -0.23592 2.94860
C -4.11804 0.69791 3.95061
N -3.34832 -0.73912 0.60138
O -4.10874 -1.70902 0.58458
O -2.62616 -0.45893 -0.37260
H -3.87090 2.76200 4.58599
H -2.64309 3.43953 2.52947
H -2.17330 1.73386 0.80110
H -4.58083 -1.11019 3.19788
H -4.72765 0.40648 4.79313
C 4.80676 1.48945 -0.36591
C 3.65548 2.33141 -0.22000
O 2.48705 1.53057 -0.30604
C 1.31005 2.20351 -0.13169
O 0.27276 1.73594 -0.41471
O 1.51994 3.49609 0.37536
C 0.51238 4.40392 0.73223
H 5.09127 1.39500 -1.41387
H 4.70197 0.48624 0.04723
H 5.65069 1.87912 0.20335
H 3.65243 3.25785 -0.79427
H 3.61987 2.63612 0.82594
H 0.75269 5.42621 0.44024
H 0.24361 4.37461 1.78818
H -0.43330 4.11885 0.27123
C -2.75813 -1.21997 -4.25277
C -1.53617 -0.65750 -3.50400
O -0.27630 -0.90484 -4.15916
C 0.83721 -0.78966 -3.44009
O 0.79592 -0.50842 -2.22970
O 1.91270 -1.24302 -4.02016
C 3.19125 -1.19468 -3.32441
H -3.11091 -2.25035 -4.20865
H -2.69112 -1.07203 -5.33060
H -3.51159 -0.51740 -3.89665
H -1.66896 -0.93085 -2.45722
H -1.69646 0.41800 -3.42855
H 3.88756 -1.19092 -4.16301
H 3.50406 -1.97769 -2.63364
H 3.28330 -0.21072 -2.86456

=====

# C14H21AsF6NO6S2

C14H21AsF6NO6S2 as an isolated structure (the ωB97M-V functional and the def2-TZVPD basis, the OMol25 dataset).

Output
2S+1: 1
Net charge: -1
HOMO energy in Ha: -0.273

Element x y z (Å)
As -34.95145 -14.30834 15.00580
F -34.03372 -15.38606 14.00584
F -34.78602 -15.42468 16.33046
F -35.83225 -13.22955 16.04242
F -35.09882 -13.22326 13.61008
F -36.39380 -15.11341 14.42423
F -33.47914 -13.47479 15.47543
C -37.04431 -12.70132 10.61495
C -36.69584 -11.40617 10.95507
C -37.03622 -10.35076 10.11691
C -37.40472 -10.65076 8.81321
C -37.59839 -11.96154 8.39923
C -37.47293 -12.99481 9.31615
N -37.56288 -9.58865 7.82198
O -37.81424 -9.88935 6.66693
O -37.42573 -8.43672 8.21297
H -37.07756 -13.50470 11.34046
H -36.12886 -11.25497 11.86550
H -36.69223 -9.35029 10.34633
H -37.99300 -12.11232 7.40239
H -37.68619 -14.02129 9.05683
C -32.16067 -10.15174 12.66257
C -30.71340 -10.29813 12.11919
C -30.37637 -11.77045 11.88720
S -31.25069 -12.70136 13.21697
O -30.54276 -12.66708 14.47740
O -31.67844 -14.00336 12.74611
C -32.64035 -11.50674 13.17495
H -32.92861 -9.77453 11.99159
H -32.12611 -9.49326 13.53093
H -30.04198 -9.86273 12.85645
H -30.52589 -9.81340 11.16105
H -29.36415 -12.16926 11.94134
H -30.83220 -12.15084 10.97278
H -33.14763 -11.58878 14.13178
H -33.27940 -12.00778 12.44621
C -37.12945 -19.16833 12.77169
C -37.22310 -20.51726 13.46834
C -36.17837 -20.58967 14.61221
S -35.30096 -18.99646 14.65889
O -34.06936 -19.13046 13.94761
O -35.34673 -18.54813 16.03717
C -36.56087 -18.09815 13.71938
H -38.08422 -18.79556 12.39806
H -36.49169 -19.27908 11.89145
H -37.13424 -21.36849 12.79163
H -38.18993 -20.68453 13.94877
H -35.49706 -21.43740 14.63160
H -36.76687 -20.66897 15.52508
H -36.03219 -17.20994 13.37306
H -37.31476 -17.74346 14.41937

=====

The highest 2S+1 belongs to which entry? C14H20N8O3STc

=====

What is the formula in the second record? C14H20N8O3STc

=====

Which value of 2S+1 does entry 4 give? 1

=====

Repeat the second record exactly.
# C14H20N8O3STc

C14H20N8O3STc as an isolated structure (the ωB97M-V functional and the def2-TZVPD basis, the OMol25 dataset).

Output
ΔE to the lowest compared entry with this formula, charge and spin in eV: 3.8740
2S+1: 2
Net charge: +2
HOMO energy (alpha / beta) in Ha: -0.527 / -0.528

Element x y z (Å)
Tc 0.47729 0.39120 1.25858
C -3.66818 -0.57285 2.17110
C -2.27538 -0.51239 1.65968
N -1.42382 0.38565 2.05614
N -1.75939 1.27463 3.05154
C -0.73417 1.50288 3.80821
N -0.82002 2.30444 4.87462
S 0.81669 0.69348 3.46561
C -1.67160 -1.51592 0.77337
C -2.36956 -2.57207 0.30036
C -2.00071 -3.73518 -0.48735
C -0.81024 -4.12537 -0.96246
C 0.44686 -3.37620 -0.81869
N -0.30431 -1.24999 0.61371
H -3.95268 0.39390 2.57621
H -3.73799 -1.31144 2.97268
H -4.36525 -0.84956 1.38324
H -1.72572 2.65186 5.14917
H -0.04631 2.43369 5.50283
H -3.41447 -2.56473 0.58089
H -2.83398 -4.39703 -0.68652
H -0.74814 -5.07223 -1.48455
H 1.33948 -3.93674 -0.55934
C 0.96360 3.93422 -0.91434
C 1.67617 2.92205 -0.03955
C 2.90536 3.47258 0.65891
O 0.72782 2.43809 0.98651
C 2.04894 1.67035 -0.83507
O 2.62476 1.71017 -1.87808
O 1.65694 0.51996 -0.26082
H 0.79549 4.86067 -0.36656
H 0.00861 3.54257 -1.26220
H 1.58711 4.14574 -1.78169
H 2.63537 4.34869 1.25172
H 3.62958 3.78763 -0.09052
H 3.37443 2.72295 1.29751
H 0.81801 2.95757 1.80010
N 0.17435 -1.74950 -4.86184
C 0.99655 -1.81948 -3.83214
N 2.23192 -2.28193 -3.95992
N 0.56914 -1.32906 -2.63362
C 0.56119 -2.06313 -1.59557
N 0.38695 -2.00858 -0.30717
H 0.46246 -1.96282 -5.80367
H -0.74523 -1.36484 -4.71731
H 2.61404 -2.54716 -4.85481
H 2.87809 -2.14678 -3.19891